# 1
Molecular formula: C57H68BF3N9O6S
Method: DFT, wB97M-V/def2-TZVPD

XYZ file:
```
145
Properties=species:S:1:pos:R:3:mulliken_charge:R:1
C 5.168 -1.475 -3.217 -0.895
C 6.102 -0.597 -2.727 -0.290
C 5.651 0.663 -1.988 -0.419
C 6.485 0.930 -0.727 1.803
C 7.921 1.462 -0.921 -1.475
B 8.298 1.896 -2.409 0.736
O 9.138 1.091 -3.175 -0.548
O 7.843 3.058 -2.963 -0.472
N 5.579 1.816 0.052 0.403
C 5.620 3.276 -0.081 -1.341
C 4.421 3.835 -0.856 -0.717
O 4.862 4.755 -1.824 -0.396
C 3.837 5.598 -2.290 -0.653
C 3.580 5.335 -3.804 0.896
F 4.226 4.229 -4.188 -0.216
F 3.993 6.364 -4.533 -0.281
F 2.281 5.107 -4.034 -0.242
C 4.718 1.215 0.814 0.549
C 3.685 1.934 1.598 -0.579
C 2.879 1.061 2.561 -1.453
C 1.986 -0.001 1.861 -0.940
C 1.638 0.297 0.405 0.863
C 1.027 -0.981 -0.237 -0.533
C 1.415 -1.023 -1.726 -0.902
O 0.390 -1.508 -2.598 -0.423
C -0.756 -0.751 -2.598 0.583
O -1.822 -1.341 -2.605 -0.665
C -0.647 0.727 -2.546 -0.075
C -1.639 1.425 -1.903 -0.767
S 4.867 -0.534 0.779 -0.096
C 6.641 -0.247 0.256 0.427
C 7.348 0.084 1.612 -1.680
O 7.343 -1.403 -0.259 -0.358
C 6.577 -2.451 -0.268 0.744
N 6.034 -3.495 -0.260 -0.546
H 4.531 -1.141 -4.037 0.339
H 4.995 -2.478 -2.841 0.270
H 7.153 -0.835 -2.863 0.178
H 4.624 0.468 -1.711 -0.497
H 5.608 1.557 -2.625 0.533
H 8.065 2.341 -0.290 0.555
H 8.667 0.745 -0.593 0.039
H 8.654 0.377 -3.595 0.348
H 7.652 2.862 -3.887 0.299
H 6.523 3.617 -0.580 0.513
H 5.649 3.692 0.921 0.504
H 3.787 4.365 -0.142 0.666
H 3.841 3.043 -1.345 0.503
H 4.106 6.636 -2.124 0.351
H 2.886 5.389 -1.799 0.275
H 3.022 2.446 0.902 0.174
H 4.192 2.716 2.172 0.734
H 2.315 1.719 3.213 0.528
H 3.597 0.527 3.185 0.326
H 2.456 -0.973 1.984 0.447
H 1.049 -0.049 2.415 0.530
H 2.504 0.542 -0.213 -0.770
H 0.891 1.083 0.298 0.214
H -0.039 -1.062 -0.055 0.641
H 1.493 -1.839 0.241 0.453
H 2.251 -1.713 -1.824 0.379
H 1.783 -0.060 -2.082 0.245
H 0.232 1.174 -3.004 0.514
H -1.409 1.896 -0.953 0.218
H -2.619 1.442 -2.365 0.276
H 6.610 0.140 2.403 0.418
H 7.984 -0.751 1.878 0.470
H 7.874 1.033 1.621 0.299
N -2.076 6.107 -0.370 -0.548
C -3.255 6.006 -0.984 -0.396
C -3.395 5.794 -2.349 -0.311
C -2.248 5.684 -3.116 -0.574
C -1.014 5.788 -2.496 -0.067
C -0.987 5.997 -1.126 -0.282
H -4.126 6.102 -0.342 0.559
H -4.377 5.718 -2.795 0.410
H -2.313 5.519 -4.185 0.419
H -0.095 5.708 -3.061 0.391
H -0.042 6.082 -0.596 0.390
N -1.173 -3.165 0.538 -0.132
C -1.797 -3.838 -0.431 0.009
C -2.419 -5.063 -0.236 -1.013
C -2.388 -5.621 1.031 -0.154
C -1.744 -4.939 2.049 -0.840
C -1.157 -3.721 1.751 -0.231
H -1.793 -3.362 -1.406 0.417
H -2.913 -5.564 -1.057 0.469
H -2.861 -6.577 1.223 0.554
H -1.698 -5.343 3.051 0.422
H -0.644 -3.150 2.519 0.456
N -6.491 -5.228 3.671 -0.560
C -5.460 -4.479 3.285 -0.300
C -4.809 -3.577 4.114 -0.429
C -5.258 -3.443 5.419 -0.164
C -6.329 -4.212 5.838 -0.224
C -6.906 -5.086 4.929 -0.386
H -5.145 -4.616 2.256 0.482
H -3.974 -2.996 3.746 0.426
H -4.782 -2.751 6.103 0.425
H -6.708 -4.137 6.848 0.385
H -7.745 -5.711 5.215 0.359
N 0.293 1.169 -6.315 -0.387
C -0.080 1.714 -7.472 -0.223
C -0.818 1.045 -8.435 -0.411
C -1.186 -0.268 -8.187 -0.271
C -0.806 -0.854 -6.991 -0.601
C -0.073 -0.094 -6.095 -0.058
H 0.232 2.742 -7.626 0.364
H -1.095 1.539 -9.356 0.369
H -1.762 -0.825 -8.915 0.380
H -1.073 -1.875 -6.757 0.387
H 0.246 -0.508 -5.144 0.467
N -6.641 6.730 0.879 -0.513
C -7.444 5.708 1.173 -0.142
C -8.737 5.580 0.691 -0.414
C -9.229 6.571 -0.142 -0.149
C -8.411 7.643 -0.458 -0.451
C -7.131 7.673 0.075 -0.137
H -7.020 4.957 1.830 0.360
H -9.343 4.726 0.962 0.352
H -10.234 6.510 -0.538 0.367
H -8.755 8.439 -1.104 0.360
H -6.456 8.492 -0.149 0.382
N -0.031 -9.080 0.342 -0.551
C -0.548 -8.388 -0.671 -0.275
C -1.335 -8.948 -1.666 -0.359
C -1.597 -10.307 -1.608 -0.270
C -1.066 -11.045 -0.563 -0.343
C -0.295 -10.385 0.382 -0.209
H -0.314 -7.329 -0.677 0.555
H -1.731 -8.335 -2.464 0.363
H -2.206 -10.784 -2.365 0.373
H -1.246 -12.108 -0.480 0.354
H 0.138 -10.923 1.219 0.368
N -5.299 -2.203 8.647 -0.251
C -4.552 -2.241 9.750 -0.219
C -4.926 -1.663 10.953 -0.551
C -6.144 -1.005 11.015 -0.113
C -6.934 -0.954 9.878 -0.726
C -6.467 -1.567 8.727 0.039
H -3.607 -2.763 9.655 0.366
H -4.280 -1.728 11.818 0.357
H -6.472 -0.540 11.935 0.370
H -7.890 -0.450 9.884 0.358
H -7.054 -1.555 7.814 0.361
```

Computed properties:
Charge: +1
Gap between HOMO and LUMO in eV: 6.55
Largest force on an atom in hartree/bohr: 0.0620
E_HOMO in eV: -10.4

# 2
Molecular formula: C57H74AsN4O3S3SrTe
Method: DFT, wB97M-V/def2-TZVPD

XYZ file:
```
144
Properties=species:S:1:pos:R:3:mulliken_charge:R:1
Sr -1.198 -0.385 -0.201 1.728
S -1.274 2.020 1.468 -0.435
C -2.476 3.112 0.785 0.232
C -3.324 3.850 1.627 -0.703
C -4.244 4.752 1.121 -0.568
C -4.356 4.952 -0.252 -0.817
C -3.533 4.232 -1.106 -0.127
C -2.607 3.323 -0.600 0.027
As -1.324 2.351 -1.705 1.103
C 0.173 3.575 -1.385 0.750
C 0.094 4.916 -1.753 -0.626
C 1.142 5.785 -1.476 -0.865
C 2.273 5.322 -0.811 -0.717
C 2.343 3.994 -0.412 -0.536
C 1.295 3.126 -0.696 -0.269
C -1.916 2.885 -3.483 0.033
C -3.175 2.428 -3.875 -0.641
C -3.663 2.694 -5.145 -1.023
C -2.883 3.398 -6.056 -0.362
C -1.615 3.825 -5.688 -0.834
C -1.135 3.570 -4.407 -0.257
H -3.231 3.700 2.696 0.438
H -4.879 5.312 1.802 0.359
H -5.071 5.663 -0.653 0.403
H -3.619 4.388 -2.175 0.372
H -0.796 5.289 -2.242 0.515
H 1.069 6.826 -1.764 0.414
H 3.086 6.001 -0.584 0.412
H 3.202 3.636 0.147 0.474
H 1.343 2.109 -0.337 0.544
H -3.784 1.865 -3.177 0.611
H -4.650 2.347 -5.427 0.406
H -3.265 3.615 -7.046 0.416
H -0.993 4.357 -6.397 0.440
H -0.150 3.924 -4.133 0.329
C -3.334 -0.863 2.799 -0.759
N -2.581 -2.091 3.053 0.244
C -3.247 -3.143 3.799 -0.891
C -1.398 -2.305 2.495 -0.127
O -0.802 -1.520 1.745 -0.707
H -4.067 -1.028 2.009 0.230
H -2.661 -0.060 2.504 0.017
H -3.842 -0.570 3.716 0.464
H -4.111 -3.517 3.245 0.317
H -3.590 -2.756 4.758 0.310
H -2.560 -3.968 3.979 0.307
H -0.954 -3.267 2.765 0.366
C 1.878 1.679 -3.796 -1.063
S 2.432 0.510 -2.556 1.573
O 1.608 -0.727 -2.764 -1.039
C 4.033 0.205 -3.278 0.619
C 4.938 1.250 -3.440 -0.899
C 6.198 0.980 -3.950 -0.746
C 6.549 -0.324 -4.290 -0.838
C 5.639 -1.358 -4.113 -0.584
C 4.373 -1.097 -3.594 -1.167
H 2.180 1.330 -4.784 0.729
H 2.280 2.668 -3.566 0.422
H 0.794 1.689 -3.713 -0.151
H 4.663 2.267 -3.171 0.422
H 6.910 1.788 -4.081 0.472
H 7.535 -0.530 -4.687 0.411
H 5.907 -2.373 -4.384 0.538
H 3.652 -1.892 -3.438 0.615
C 8.382 0.481 -0.170 -0.653
C 7.654 1.304 0.890 -0.626
C 6.392 1.981 0.352 -0.829
C 5.227 1.027 0.127 1.687
N 4.750 0.523 1.424 -0.045
C 3.717 -0.390 1.504 -0.501
S 2.326 -0.049 2.359 -0.234
N 3.889 -1.560 0.852 0.213
C 5.160 -2.218 0.545 -1.190
C 5.108 -2.910 -0.815 1.039
C 6.482 -3.299 -1.348 0.062
C 7.168 -4.382 -0.516 -1.512
H 9.309 0.057 0.223 0.361
H 8.638 1.100 -1.036 0.319
H 7.769 -0.348 -0.533 -0.137
H 8.332 2.071 1.272 0.403
H 7.384 0.670 1.739 0.316
H 6.620 2.473 -0.598 0.367
H 6.066 2.765 1.043 0.415
H 5.522 0.198 -0.517 -0.338
H 4.414 1.550 -0.385 -1.204
H 4.531 1.287 2.048 0.431
H 3.085 -2.161 0.939 0.238
H 5.372 -2.945 1.333 0.422
H 5.957 -1.481 0.576 0.320
H 4.606 -2.240 -1.519 -0.844
H 4.487 -3.812 -0.736 0.274
H 7.118 -2.410 -1.391 -0.006
H 6.369 -3.649 -2.378 0.225
H 7.386 -4.036 0.499 0.335
H 8.113 -4.688 -0.967 0.433
H 6.533 -5.271 -0.437 0.312
C -3.446 -3.466 -1.831 -1.377
C -2.575 -2.337 -1.309 0.957
O -3.069 -1.661 -0.317 -0.909
N -1.364 -2.046 -1.782 -0.079
Te -1.101 -2.385 -3.882 0.500
C -0.445 -1.705 -5.986 -0.298
C -1.410 -1.040 -6.742 0.967
C -2.815 -0.699 -6.280 -1.598
C -1.073 -0.651 -8.045 -0.773
C 0.181 -0.880 -8.585 0.782
C 0.524 -0.438 -9.985 -1.567
C 1.131 -1.519 -7.791 -0.747
C 0.843 -1.933 -6.496 1.261
C 1.920 -2.641 -5.705 -0.861
C -0.116 -4.269 -3.923 0.155
C -0.437 -5.145 -4.976 0.652
C -1.456 -4.856 -6.059 -1.953
C 0.225 -6.373 -5.055 -0.877
C 1.169 -6.764 -4.123 0.595
C 1.874 -8.093 -4.222 -1.616
C 1.443 -5.892 -3.074 -0.774
C 0.827 -4.654 -2.948 0.962
C 1.222 -3.795 -1.771 -0.654
H -4.100 -3.806 -1.028 0.387
H -2.844 -4.295 -2.207 0.312
H -4.072 -3.103 -2.649 0.295
H -2.997 -0.924 -5.234 0.029
H -3.551 -1.251 -6.869 0.376
H -3.004 0.366 -6.427 0.257
H -1.825 -0.141 -8.642 0.311
H -0.341 -0.002 -10.484 0.357
H 0.875 -1.279 -10.587 0.336
H 1.320 0.310 -9.977 0.328
H 2.129 -1.697 -8.189 0.413
H 2.911 -2.337 -6.048 0.528
H 1.843 -3.726 -5.820 0.321
H 1.828 -2.414 -4.644 -0.454
H -2.229 -4.164 -5.731 0.162
H -1.939 -5.783 -6.367 0.607
H -0.982 -4.413 -6.940 0.267
H -0.019 -7.041 -5.878 0.372
H 1.525 -8.661 -5.084 0.363
H 1.702 -8.695 -3.328 0.360
H 2.953 -7.958 -4.321 0.328
H 2.174 -6.183 -2.324 0.353
H 2.105 -4.218 -1.287 0.109
H 0.417 -3.743 -1.037 0.297
H 1.434 -2.767 -2.070 -0.121
```

Computed properties:
2S+1: 2
Charge: 0
Gap between HOMO and LUMO (spin up / spin down) in eV: 6.93 / 6.04
Largest force on an atom in hartree/bohr: 0.0509
Relative energy (zero: lowest compared OMol25 entry of this formula, charge and spin) in kcal/mol: 18.67
E_HOMO (spin up / spin down) in eV: -6.5 / -6.5

# 3
Molecular formula: C57H76BClN2O5
Method: DFT, wB97M-V/def2-TZVPD

XYZ file:
```
142
Properties=species:S:1:pos:R:3:mulliken_charge:R:1
C -5.081 -1.396 -2.882 -1.118
C -4.086 -2.308 -2.072 0.251
O -3.519 -1.642 -0.911 -0.568
B -2.334 -2.314 -0.548 0.033
O -2.331 -3.741 -0.617 -0.476
C -0.968 -1.538 -0.103 1.445
C -0.302 -1.266 -1.510 -0.759
C 1.254 -0.982 -1.486 -0.999
O 1.503 0.230 -2.220 -0.384
C 2.043 1.289 -1.427 -0.464
C 1.146 2.571 -1.736 -0.380
O -0.184 2.233 -1.321 -0.077
C -1.136 3.145 -1.747 0.802
C -2.443 3.094 -1.056 -0.426
C -3.559 3.969 -1.433 -0.441
C -3.407 4.937 -2.526 -0.206
C -4.540 5.896 -3.050 2.638
C -4.404 6.038 -4.618 -1.832
C -4.188 7.356 -2.442 -1.467
C -5.988 5.550 -2.535 -2.181
C -6.752 4.413 -3.327 2.158
C -7.496 4.952 -4.644 -1.544
C -7.945 3.941 -2.364 -1.686
C -5.906 3.116 -3.625 -1.603
C -2.092 5.022 -3.188 -0.646
C -0.980 4.142 -2.804 -0.920
C -0.337 -2.590 0.879 -0.521
O 0.464 -3.475 0.707 -0.655
N -0.999 -2.298 2.123 -0.008
C -1.552 -0.955 2.313 0.163
C -1.133 -0.134 3.588 -0.499
Cl 0.445 -0.731 4.344 -0.469
C -2.217 -0.158 4.747 -0.381
C -1.784 0.961 5.803 -1.046
C -1.239 -0.315 0.865 -0.083
N 0.062 0.363 1.085 -0.188
H -6.082 -1.896 -3.026 0.317
H -5.268 -0.420 -2.368 0.219
H -4.696 -1.166 -3.917 0.280
H -4.642 -3.246 -1.796 0.290
H -3.281 -2.643 -2.792 0.012
H -2.011 -4.025 -1.495 0.308
H -0.856 -0.455 -2.065 0.204
H -0.473 -2.205 -2.122 0.367
H 1.721 -1.029 -0.473 0.362
H 1.736 -1.812 -2.087 0.360
H 3.094 1.518 -1.751 0.362
H 2.058 1.098 -0.326 0.237
H 1.582 3.404 -1.118 0.305
H 1.252 2.736 -2.841 0.158
H -2.568 2.359 -0.233 0.298
H -4.556 3.918 -0.930 0.223
H -3.554 6.759 -4.808 0.627
H -4.128 5.096 -5.155 0.198
H -5.311 6.502 -5.085 0.350
H -4.386 8.128 -3.224 0.334
H -4.845 7.473 -1.532 0.387
H -3.119 7.326 -2.102 0.361
H -5.990 5.315 -1.433 0.474
H -6.621 6.484 -2.637 0.464
H -7.510 6.068 -4.704 0.260
H -6.885 4.549 -5.508 0.351
H -8.502 4.471 -4.725 0.405
H -8.509 3.066 -2.774 0.379
H -8.686 4.799 -2.335 0.424
H -7.596 3.805 -1.308 0.361
H -4.928 3.294 -4.133 0.175
H -6.544 2.429 -4.248 0.554
H -5.768 2.587 -2.636 0.250
H -1.873 5.739 -4.018 0.205
H -0.009 4.244 -3.348 0.301
H -0.657 -2.789 2.947 0.426
H -2.681 -0.889 2.354 0.201
H -0.947 0.956 3.379 0.262
H -3.201 0.180 4.327 0.377
H -2.251 -1.154 5.251 0.317
H -2.667 1.385 6.346 0.341
H -1.008 0.570 6.518 0.255
H -1.293 1.839 5.286 0.297
H -2.021 0.331 0.398 -0.031
H -0.031 1.300 1.470 0.257
H 0.725 -0.211 1.603 0.384
C -3.858 -4.318 -6.043 -0.392
C -3.152 -4.018 -7.202 -0.407
C -1.778 -4.215 -7.250 -0.352
C -1.107 -4.708 -6.138 -0.533
C -1.811 -5.000 -4.976 -0.317
C -3.186 -4.806 -4.929 -0.345
H -4.931 -4.170 -6.008 0.377
H -3.675 -3.630 -8.069 0.364
H -1.228 -3.984 -8.156 0.367
H -0.035 -4.864 -6.176 0.371
H -1.286 -5.379 -4.105 0.420
H -3.736 -5.036 -4.022 0.452
C 3.768 -1.405 6.869 -0.513
C 3.462 -0.607 5.774 0.804
C 4.400 0.294 5.286 -0.520
C 5.645 0.400 5.896 -0.397
C 5.948 -0.392 6.997 -0.518
C 5.011 -1.296 7.483 -0.394
H 3.038 -2.113 7.245 0.448
H 2.490 -0.687 5.299 -0.265
H 4.162 0.915 4.429 0.412
H 6.378 1.101 5.514 0.394
H 6.916 -0.305 7.477 0.383
H 5.248 -1.916 8.340 0.430
C 5.493 5.167 -3.762 -0.375
C 5.352 3.821 -3.444 -0.466
C 4.319 3.080 -4.004 -0.344
C 3.423 3.685 -4.878 -0.404
C 3.559 5.032 -5.188 -0.461
C 4.594 5.773 -4.632 -0.378
H 6.303 5.744 -3.331 0.363
H 6.049 3.350 -2.761 0.371
H 4.211 2.029 -3.759 0.541
H 2.618 3.105 -5.317 0.427
H 2.857 5.506 -5.866 0.375
H 4.702 6.824 -4.876 0.369
C 3.444 -6.997 8.341 -0.310
C 3.137 -6.198 7.246 -0.636
C 4.075 -5.296 6.758 -0.309
C 5.321 -5.191 7.369 -0.267
C 5.623 -5.983 8.469 -0.541
C 4.686 -6.888 8.954 -0.359
H 2.715 -7.705 8.717 0.362
H 2.166 -6.279 6.772 0.363
H 3.837 -4.675 5.902 0.539
H 6.054 -4.489 6.987 0.437
H 6.592 -5.897 8.949 0.360
H 4.924 -7.508 9.811 0.361
C 6.880 -4.342 3.827 -0.340
C 8.215 -4.004 3.641 -0.486
C 9.087 -4.913 3.054 -0.329
C 8.625 -6.162 2.655 -0.383
C 7.292 -6.503 2.849 -0.371
C 6.419 -5.593 3.433 -0.421
H 6.199 -3.630 4.279 0.546
H 8.577 -3.031 3.954 0.367
H 10.128 -4.649 2.906 0.354
H 9.304 -6.870 2.195 0.354
H 6.932 -7.479 2.543 0.351
H 5.378 -5.858 3.581 0.359
```

Computed properties:
SMILES: CCOB(O)[C@]1(CCOCCOc2ccc(C(C)(C)CC(C)(C)C)cc2)C(=O)N[C@@H]([C@H](Cl)CC)[C@H]1N.c1ccccc1.c1ccccc1.c1ccccc1.c1ccccc1.c1ccccc1
Charge: 0
Gap between HOMO and LUMO in eV: 8.60
Largest force on an atom in hartree/bohr: 0.0573
E_HOMO in eV: -8.1